Computed, not measured: a single C6H9N molecule, with the ωB97M-V functional and the def2-TZVPD basis.

```
16
Properties=species:S:1:pos:R:3
C 0.83 -0.01 1.78
C -0.14 -0.20 0.66
C -1.52 0.08 0.61
C -1.96 -0.29 -0.64
N -0.88 -0.68 -1.37
C 0.28 -0.57 -0.60
C 1.35 0.40 -1.09
H 1.05 1.04 2.00
H 1.78 -0.51 1.55
H 0.43 -0.48 2.68
H -2.08 0.64 1.34
H -2.95 -0.29 -1.07
H -0.95 -1.21 -2.22
H 2.38 0.13 -0.87
H 1.15 1.37 -0.59
H 1.22 0.59 -2.15
```

Output
Frontier orbital gap, eV: 8.757
E_tot, eV: -7856.679
Net charge: 0
Structure (SMILES): Cc1cc[nH]c1C
Lowest unoccupied orbital energy, eV: 1.07
E_HOMO, eV: -7.69

***

Computed, not measured: a single C6H9N molecule, with the ωB97M-V functional and the def2-TZVPD basis.

```
16
Properties=species:S:1:pos:R:3
C 2.91 0.42 0.05
C 1.84 -0.66 0.00
C 0.62 -0.54 -0.44
C -0.61 -0.83 -0.77
N -1.71 -0.76 0.11
C -2.68 0.27 -0.23
C -1.77 0.43 0.94
H 3.72 0.30 -0.68
H 3.38 0.50 1.03
H 2.46 1.39 -0.16
H 1.96 -1.70 0.35
H -0.83 -1.15 -1.79
H -3.72 0.02 -0.05
H -2.45 0.86 -1.11
H -0.95 1.13 0.83
H -2.18 0.31 1.94
```

Output
Frontier orbital gap, eV: 9.533
E_tot, eV: -7854.806
Net charge: 0
Structure (SMILES): CC=C=CN1CC1
Lowest unoccupied orbital energy, eV: 1.08
E_HOMO, eV: -8.45